[1]
This record from the OMol25 dataset describes a structure of composition C51H31F3N6S2Ti. The level of theory is wB97M-V/def2-TZVPD.

```
94
Properties=species:S:1:pos:R:3
Ti -0.855 -0.033 0.325
C -2.730 1.086 -6.995
C -3.041 -0.186 -6.537
C -2.852 -0.521 -5.205
C -2.335 0.404 -4.292
C -2.044 1.689 -4.768
C -2.236 2.025 -6.097
C -2.128 0.094 -2.866
C -1.440 -1.036 -2.457
C -0.956 -2.063 -3.321
C -0.694 -3.146 -2.543
C -0.891 -2.752 -1.186
C -0.685 -3.561 -0.077
C -0.551 -5.024 -0.259
C -1.523 -5.878 0.271
C -1.443 -7.250 0.097
C -0.386 -7.805 -0.613
C 0.596 -6.972 -1.129
C 0.519 -5.599 -0.947
C -0.564 -3.043 1.218
N -0.606 -1.704 1.570
C -0.219 -1.658 2.898
C -0.256 -0.521 3.718
C 0.274 -0.613 5.087
C -0.502 -0.266 6.202
C -0.015 -0.387 7.492
C 1.270 -0.869 7.716
C 2.055 -1.217 6.626
C 1.571 -1.086 5.335
C -0.884 0.664 3.282
C -1.028 1.855 4.027
C -1.931 2.647 3.351
C -2.304 1.952 2.181
N -1.591 0.771 2.090
C -3.280 2.390 1.265
C -3.375 1.859 -0.026
C -4.294 2.289 -1.021
C -3.895 1.723 -2.204
C -2.777 0.908 -1.918
N -2.495 0.940 -0.569
C -4.199 3.458 1.697
C -4.922 3.322 2.892
C -5.811 4.296 3.311
C -6.008 5.442 2.550
C -5.286 5.604 1.375
C -4.393 4.630 0.956
C 0.066 -2.969 3.366
C -0.162 -3.829 2.327
N -1.322 -1.439 -1.131
H -2.874 1.346 -8.037
H -3.444 -0.921 -7.225
H -3.138 -1.504 -4.855
H -1.644 2.415 -4.071
H -1.990 3.022 -6.443
H -0.832 -1.980 -4.387
H -0.361 -4.115 -2.868
H -2.351 -5.443 0.817
H -2.215 -7.893 0.504
H -0.324 -8.878 -0.755
H 1.431 -7.400 -1.672
H 1.306 -4.954 -1.318
H -1.514 0.082 6.039
H -0.643 -0.116 8.334
H 1.656 -0.960 8.725
H 3.060 -1.593 6.787
H 2.205 -1.329 4.491
H -0.518 2.090 4.946
H -2.281 3.627 3.632
H -5.143 2.930 -0.857
H -4.352 1.839 -3.174
H -4.774 2.426 3.480
H -6.366 4.163 4.233
H -6.709 6.203 2.873
H -5.419 6.505 0.787
H -3.806 4.782 0.059
H 0.381 -3.222 4.364
H -0.034 -4.899 2.313
F 4.477 0.076 -2.177
C 4.716 -0.454 -0.970
F 6.007 -0.095 -0.671
F 4.753 -1.802 -1.127
C 3.786 -0.030 0.121
C 4.328 0.459 1.290
C 3.485 0.821 2.329
C 2.126 0.635 2.154
N 1.575 0.131 1.056
C 2.368 -0.181 -0.005
S 1.598 -0.719 -1.401
H 5.400 0.580 1.381
H 3.863 1.236 3.253
H 1.446 0.905 2.949
S 0.694 3.978 -1.637
C 0.262 2.679 -0.808
N -0.050 1.731 -0.193
```

Its total charge is -2. Its HOMO energy (spin up / spin down) is 0.11 / -1.72 eV. As for the multiplicity: 3.

***

[2]
This record from the OMol25 dataset describes a structure of composition C51H34BiF4N5O4P2S. The level of theory is wB97M-V/def2-TZVPD.

```
102
Properties=species:S:1:pos:R:3
Bi -0.291 0.513 -0.186
N 3.501 0.269 -2.131
C 2.222 0.648 -1.957
O 1.846 1.454 -1.041
C 1.320 0.043 -3.041
C -0.061 -0.216 -2.544
H 4.341 0.729 -1.786
H 3.755 -0.544 -2.649
H 1.848 -0.887 -3.221
H 1.395 0.736 -3.879
H -0.322 -1.262 -2.418
H -0.908 0.316 -3.052
O -3.237 -0.065 0.206
S -3.266 -0.037 1.824
O -4.437 0.645 2.346
O -1.976 0.439 2.220
C -3.290 -1.835 2.137
C -4.355 -2.266 2.938
C -4.437 -3.638 3.236
C -3.476 -4.525 2.679
C -2.444 -4.084 1.896
C -2.336 -2.711 1.617
P -0.936 -2.213 0.594
C 0.565 -2.723 1.406
C 0.631 -3.076 2.751
C 1.808 -3.661 3.268
C 2.864 -3.960 2.409
C 2.845 -3.511 1.087
C 1.705 -2.903 0.603
C -1.139 -3.323 -0.831
C -2.173 -3.117 -1.693
C -2.445 -3.950 -2.766
C -1.744 -5.220 -2.901
C -0.710 -5.405 -2.015
C -0.378 -4.481 -1.021
H -4.975 -1.551 3.485
H -5.165 -4.025 3.967
H -3.399 -5.536 3.080
H -1.615 -4.742 1.629
H -0.216 -2.920 3.394
H 1.863 -4.014 4.276
H 3.735 -4.441 2.796
H 3.703 -3.644 0.470
H 1.678 -2.639 -0.455
H -2.763 -2.216 -1.556
H -3.276 -3.711 -3.384
H -1.897 -5.895 -3.697
H -0.055 -6.187 -2.148
H 0.454 -4.661 -0.356
C -1.172 4.919 3.085
C -0.200 4.932 2.029
C -0.454 4.229 0.846
C -1.695 3.601 0.652
C -2.740 3.804 1.577
C -2.437 4.418 2.821
P -1.870 2.594 -0.820
C -1.604 3.533 -2.376
C -1.841 2.920 -3.557
C -1.810 3.624 -4.772
C -1.491 4.991 -4.742
C -1.320 5.627 -3.515
C -1.368 4.912 -2.306
C -3.568 2.026 -0.943
C -4.465 2.966 -1.423
C -5.862 2.726 -1.405
C -6.383 1.539 -0.993
C -5.467 0.518 -0.525
C -4.083 0.830 -0.462
H -1.035 5.425 4.010
H 0.787 5.418 2.145
H 0.325 4.137 0.072
H -3.727 3.420 1.359
H -3.217 4.430 3.581
H -2.033 1.857 -3.583
H -2.090 3.126 -5.713
H -1.421 5.547 -5.668
H -1.093 6.711 -3.412
H -1.256 5.424 -1.349
H -4.108 3.933 -1.765
H -6.501 3.574 -1.695
H -7.421 1.274 -1.031
H -5.727 -0.448 -0.188
F 6.425 2.627 2.102
C 6.213 1.315 1.901
C 7.229 0.537 1.335
F 8.244 1.226 0.732
C 7.019 -0.836 1.008
C 5.888 -1.361 1.692
C 4.880 -0.564 2.168
F 3.939 -1.103 2.987
C 4.885 0.849 2.033
C 3.677 1.640 2.133
C 2.400 1.168 1.903
N 1.312 0.736 1.763
C 3.706 3.028 2.404
N 3.590 4.149 2.679
F 5.807 -2.718 1.754
C 7.573 -1.513 -0.154
C 8.906 -1.564 -0.526
N 10.025 -1.651 -0.914
C 6.591 -2.061 -0.929
N 5.680 -2.436 -1.592
```

The value obtained for the energy above the lowest of the compared OMol25 structures with the same formula, charge and spin is 71.7 kcal per mole. Its HOMO energy is -5.36 eV.

***

Number 1: E -4236.27577 Ha. Number 2: E -4233.30876 Ha.